Version i
One molecule with the formula C4H7Cl3Si, computed with ωB97M-V/def2-TZVPD.

The geometry in XYZ format:
```
15
Properties=species:S:1:pos:R:3:mulliken_charge:R:1
C -0.72405 1.49736 -1.03223 -0.830
C 0.15699 0.84609 -0.34643 0.425
C 1.25908 1.67499 0.40302 -0.631
Cl 2.76924 1.75417 -0.60673 -0.190
Si 0.28043 -1.03807 -0.23389 0.446
C -1.27383 -1.94222 0.73740 -0.195
Cl -0.92692 -1.98042 2.43364 -0.159
Cl -1.46641 -3.57480 0.01935 -0.185
H -1.41319 1.11203 -1.68563 0.359
H -0.75477 2.62920 -0.94424 0.199
H 1.04359 2.75674 0.65695 0.372
H 1.67284 1.10571 1.28390 0.264
H 1.64903 -1.49269 0.28951 -0.084
H -0.07552 -1.81023 -1.47534 -0.142
H -2.19649 -1.53786 0.50071 0.349
```

Total charge ... 0
LUMO energy ... 0.292 eV
SMILES string ... C=C(CCl)[SiH2]C(Cl)Cl

Version ii
A 2-piece molecular cluster, C4H7Cl3Si overall, computed with ωB97M-V/def2-TZVPD.

The geometry in XYZ format:
```
15
Properties=species:S:1:pos:R:3:mulliken_charge:R:1
C 1.52050 -0.60670 -1.37284 -0.421
C 0.84658 -0.85009 -0.31901 0.110
C 1.37059 1.33220 0.84839 -0.386
C -1.95960 0.18842 0.15723 -0.213
Si -0.72002 -1.46107 0.36396 0.362
Cl 2.57211 1.98696 -0.10918 -0.126
Cl -3.61253 -0.29053 0.27424 -0.166
Cl -1.86593 1.13483 -1.39975 -0.172
H 1.75023 -1.39155 -2.01647 0.274
H 2.12780 0.24336 -1.64973 0.093
H 0.31804 1.76245 0.89005 0.184
H 1.62545 0.91304 1.87213 0.322
H -1.82786 0.91779 0.91099 0.287
H -0.78122 -1.31676 1.94571 -0.039
H -1.36414 -2.56235 -0.39572 -0.107
```

Total charge ... 0
LUMO energy (alpha / beta) ... -0.196 / -0.293 eV

Least stable of them? version ii.

Version i
A 2-piece molecular cluster, H4OP2 overall, computed with ωB97M-V/def2-TZVPD.

The geometry in XYZ format:
```
7
Properties=species:S:1:pos:R:3:mulliken_charge:R:1
O -2.03787 -0.09825 0.35722 -0.489
P 0.85666 -1.26769 -0.00112 -0.054
P -0.70747 0.32953 -0.11810 0.207
H 1.02973 -1.44463 1.40435 0.089
H 1.87011 -0.51419 -0.12302 0.068
H -0.41838 0.40216 -1.47977 0.114
H -0.59278 2.59307 -0.03956 0.066
```

Total charge ... 0
LUMO energy (alpha / beta) ... -1.612 / -1.446 eV

Version ii
One molecule with the formula H4OP2, computed with ωB97M-V/def2-TZVPD.

The geometry in XYZ format:
```
7
Properties=species:S:1:pos:R:3:mulliken_charge:R:1
O 1.49836 -1.68335 -0.05269 -0.602
P 1.21439 -0.12118 -0.17729 0.309
P -0.54366 0.48773 -1.27000 -0.104
H 1.00046 0.51733 1.04438 0.098
H 2.21346 0.71922 -0.84754 0.110
H -0.40954 1.75165 -0.43416 0.086
H -1.35731 -0.22019 -0.38894 0.103
```

Total charge ... 0
LUMO energy ... 0.438 eV
SMILES string ... O=[PH2]P

Least stable of them? version i.

Version i
One molecule with the formula C5H10FNO, computed with ωB97M-V/def2-TZVPD.

The geometry in XYZ format:
```
18
Properties=species:S:1:pos:R:3:mulliken_charge:R:1
N 0.12431 1.38117 0.16935 -0.665
C 0.27674 -0.04384 -0.01002 0.711
C -0.83332 -0.73163 -0.73045 -0.869
C -2.14020 -0.61336 0.03139 -0.425
O -2.60010 0.68540 0.12099 -0.568
C 1.04697 -0.77627 1.08796 -0.820
C 1.65056 -0.54005 -0.26558 -0.119
F 2.58414 0.42632 -0.36109 -0.315
H 0.88831 1.81064 0.65276 0.283
H 0.10219 1.78106 -0.78718 0.261
H -0.96269 -0.22296 -1.71721 0.264
H -0.56682 -1.73226 -0.93556 0.410
H -2.91056 -1.15051 -0.53530 0.302
H -2.12864 -1.04148 1.10189 0.231
H -1.82848 1.24032 0.33653 0.428
H 1.41282 -0.21257 1.92798 0.297
H 0.80383 -1.82203 1.29496 0.252
H 1.85888 -1.40763 -0.92217 0.342
```

Total charge ... 0
LUMO energy ... 0.889 eV
SMILES string ... N[C@]1(CCO)C[C@@H]1F

Version ii
A 2-piece molecular cluster, C5H10FNO overall, computed with ωB97M-V/def2-TZVPD.

The geometry in XYZ format:
```
18
Properties=species:S:1:pos:R:3:mulliken_charge:R:1
C -1.83361 -0.19417 0.10162 -1.101
C -0.59378 0.58293 0.06312 1.204
C 0.53811 0.03511 -1.04501 -1.349
C 1.45054 -0.55170 0.16609 0.403
C 0.39106 0.05674 1.24027 -1.168
H -2.49865 -1.82969 0.47181 0.330
H -2.17047 -1.58964 -1.24517 0.327
H -2.35730 0.27220 -0.79823 0.307
H -2.35701 0.13153 0.97697 0.436
H 0.20832 -0.67900 -1.75327 0.270
H 1.16346 0.76915 -1.64909 0.511
H 1.25648 -1.57121 -0.05288 0.368
H 2.93822 -0.07225 -1.31042 0.366
H 0.96127 0.99003 1.57786 0.348
H 0.15399 -0.69133 1.97627 0.382
N -1.67149 -1.57342 -0.11218 -0.592
O 2.74336 -0.27204 0.06584 -0.665
F -0.80651 1.98744 -0.12132 -0.377
```

Total charge ... 0
LUMO energy ... -0.030 eV

Least stable of them? version ii.

Version i
A 2-piece molecular cluster, C3H9O3 overall, computed with ωB97M-V/def2-TZVPD.

The geometry in XYZ format:
```
15
Properties=species:S:1:pos:R:3:mulliken_charge:R:1
C 0.14340 1.24474 0.66813 -0.615
O 1.35205 1.18317 0.32052 -0.722
C -0.89333 0.19067 0.29512 -0.674
C -0.55410 -0.47169 -0.99123 -0.210
O -1.53784 -1.33486 -1.50280 -0.537
H 0.01016 1.45261 1.79082 0.218
H -0.35610 2.15836 0.06892 0.244
H -1.89207 0.78060 0.16819 0.294
H -0.93435 -0.55700 1.07162 0.370
H -0.28512 0.35732 -1.66135 0.253
H 0.39535 -1.03236 -0.96400 0.244
H -2.12745 -1.68760 -0.87053 0.291
H 2.99977 -0.92603 0.56163 0.246
H 1.59469 -0.18412 0.52127 0.407
O 2.08493 -1.17381 0.52368 -0.811
```

Total charge ... -1
LUMO energy ... 3.881 eV

Version ii
A 2-piece molecular cluster, C3H9O3 overall, computed with ωB97M-V/def2-TZVPD.

The geometry in XYZ format:
```
15
Properties=species:S:1:pos:R:3:mulliken_charge:R:1
C 0.62427 0.72188 -0.54433 -0.423
O 1.17280 -0.05547 0.47103 -0.899
C -0.29846 -0.12900 -1.52033 -0.595
C -1.45766 -0.47883 -0.63859 -0.434
O -1.03409 -1.49101 0.24430 -0.662
H -0.03155 1.47120 -0.09101 0.275
H 1.41358 1.18228 -1.19001 0.248
H 0.21919 -1.03652 -1.80167 0.234
H -0.39285 0.48408 -2.41302 0.377
H -1.78395 0.38705 -0.02542 0.221
H -2.44182 -0.77772 -1.06255 0.275
H -0.12922 -1.00570 0.63376 0.469
H 1.16982 -0.19039 3.29143 0.247
H 1.35030 0.37575 1.81829 0.464
O 1.61963 0.54240 2.82813 -0.798
```

Total charge ... -1
LUMO energy ... 4.287 eV

Least stable of them? version i.

Version i
A 2-piece molecular cluster, C3H8N2 overall, computed with ωB97M-V/def2-TZVPD.

The geometry in XYZ format:
```
13
Properties=species:S:1:pos:R:3:mulliken_charge:R:1
C -0.19778 -1.27735 2.04340 -0.382
C 1.00662 -0.83194 1.65190 -0.424
H -0.19132 -2.22110 2.51673 0.234
H -1.19409 -1.07840 1.67751 0.271
H 1.90839 -1.12766 2.04142 0.267
H 1.19184 -0.23950 0.87788 0.075
N 0.49258 1.45083 -1.03399 -0.215
C -0.56388 0.60349 -1.47131 0.306
N -1.01942 0.76428 -2.69560 -0.372
H 0.82349 2.08797 -1.79390 0.348
H 0.34505 1.89322 -0.16504 0.332
H -0.89344 -0.11168 -0.68182 0.230
H -1.70802 0.08783 -2.96719 0.329
```

Total charge ... +1
LUMO energy (alpha / beta) ... -5.021 / -9.688 eV
Spin multiplicity ... 2

Version ii
A 2-piece molecular cluster, C3H8N2 overall, computed with ωB97M-V/def2-TZVPD.

The geometry in XYZ format:
```
13
Properties=species:S:1:pos:R:3:mulliken_charge:R:1
C 1.22479 -2.39549 -1.85861 -0.195
N 1.05247 -1.31434 -1.24223 -0.454
H 2.19900 -2.49072 -2.35154 0.243
H 0.66397 -3.32074 -1.70744 0.229
H 0.16439 -1.23432 -0.71303 0.235
C -0.69552 0.74340 1.89634 -0.752
C -0.71843 1.87248 -0.21921 -0.204
N -0.55783 0.79662 0.42287 0.136
H 0.23942 0.39910 2.35795 0.351
H -1.69207 0.37481 2.11973 0.341
H -0.51587 1.76488 2.22695 0.371
H -0.11647 2.06042 -1.10225 0.340
H -1.24786 2.74390 0.17048 0.359
```

Total charge ... +1
LUMO energy (alpha / beta) ... -5.739 / -8.968 eV
Spin multiplicity ... 2

Least stable of them? version ii.

Version i
One molecule with the formula C4H2, computed with ωB97M-V/def2-TZVPD.

The geometry in XYZ format:
```
6
Properties=species:S:1:pos:R:3:mulliken_charge:R:1
C 0.03921 1.87958 0.40342 -0.173
C -0.06780 0.70782 0.14477 -0.191
C -0.04596 -0.66564 -0.19986 -0.168
C 0.14308 -1.87229 -0.26026 -0.219
H -0.23601 2.89466 0.42179 0.380
H 0.16748 -2.94413 -0.50986 0.370
```

Total charge ... 0
LUMO energy ... 0.765 eV
SMILES string ... C#CC#C

Version ii
One molecule with the formula C4H2, computed with ωB97M-V/def2-TZVPD.

The geometry in XYZ format:
```
6
Properties=species:S:1:pos:R:3:mulliken_charge:R:1
C 0.99966 0.08915 0.00531 -0.244
C -1.54601 -0.48941 0.00601 0.138
C 2.28716 -0.14422 0.02194 -0.319
C -0.35533 -0.24859 0.05867 -0.212
H 1.21041 1.26042 0.01934 0.236
H -2.59588 -0.46735 -0.11128 0.401
```

Total charge ... 0
LUMO energy ... -0.218 eV

Version iii
One molecule with the formula C4H2, computed with ωB97M-V/def2-TZVPD.

The geometry in XYZ format:
```
6
Properties=species:S:1:pos:R:3:mulliken_charge:R:1
C 2.01320 0.01289 0.00306 -0.046
C 0.76028 0.00151 -0.00404 -0.395
C -0.79923 -0.02260 -0.00304 -0.586
C -1.99416 0.02947 0.00089 0.171
H 3.05991 0.01711 -0.00591 0.416
H -3.04001 -0.03838 0.00904 0.441
```

Total charge ... 0
LUMO energy ... 1.135 eV
SMILES string ... C#CC#C

Least stable of them? version ii.

Version i
One molecule with the formula C5H8O4, computed with ωB97M-V/def2-TZVPD.

The geometry in XYZ format:
```
17
Properties=species:S:1:pos:R:3:mulliken_charge:R:1
C -1.75586 -0.32264 0.20247 -1.317
C -0.36594 -0.53639 -0.40091 -0.101
C 0.51238 -1.39799 0.49338 0.649
O 0.50316 -1.31164 1.69361 -0.620
O 1.36030 -2.22089 -0.12905 -0.490
C 0.39251 0.76176 -0.59484 0.741
O 0.70577 0.97293 -1.92347 -0.518
C 0.76401 1.60822 0.36614 -0.485
O 0.56314 1.49179 1.69894 -0.573
H -1.68666 0.08708 1.20577 0.197
H -2.28662 -1.27053 0.25456 0.403
H -2.32367 0.36598 -0.41748 0.382
H -0.46695 -0.99058 -1.39208 0.423
H 1.29983 -2.16229 -1.09273 0.365
H 1.15720 1.81800 -2.02341 0.306
H 1.26650 2.53539 0.11593 0.296
H 0.36091 0.57180 1.94318 0.341
```

Total charge ... 0
LUMO energy ... 0.487 eV
SMILES string ... C[C@H](C(=O)O)/C(O)=C\O

Version ii
One molecule with the formula C5H8O4, computed with ωB97M-V/def2-TZVPD.

The geometry in XYZ format:
```
17
Properties=species:S:1:pos:R:3:mulliken_charge:R:1
C -0.35678 1.34109 -0.13704 -0.261
C 0.85398 -0.73161 -1.42096 -0.818
C -0.43165 -1.02005 1.06620 -1.508
C -0.64800 -0.15290 -0.44258 0.893
C 1.69944 -0.94508 -0.35308 0.792
O 0.89942 1.51904 0.45386 -0.537
O -1.35489 1.86060 0.69460 -0.519
O -1.70210 -0.43316 -1.02081 -0.750
O 2.57332 -1.12530 0.37187 -0.274
H 0.78401 1.40098 1.40788 0.371
H -2.20586 1.62128 0.29854 0.365
H -0.32323 1.86796 -1.10092 0.372
H 1.17487 0.00433 -2.15358 0.350
H 0.51376 -1.66486 -1.85696 0.328
H 0.45141 -0.92346 1.69812 0.475
H -1.24453 -0.55759 1.62123 0.394
H -0.68316 -2.06126 0.87362 0.327
```

Total charge ... 0
LUMO energy ... 0.023 eV

Least stable of them? version ii.

Version i
One molecule with the formula C2H4ClP, computed with ωB97M-V/def2-TZVPD.

The geometry in XYZ format:
```
8
Properties=species:S:1:pos:R:3:mulliken_charge:R:1
C -0.06745 0.43032 0.12712 -0.766
C 1.21081 0.07584 -0.30436 -0.210
P -1.49063 -0.93265 -0.29025 0.056
Cl 2.14773 -0.97752 0.59062 -0.145
H -0.01974 0.49762 1.20002 0.339
H -0.48317 1.38385 -0.23773 0.330
H 1.53988 0.54351 -1.25032 0.360
H -1.02125 -1.42037 0.94386 0.035
```

Total charge ... 0
LUMO energy (alpha / beta) ... -0.188 / -1.120 eV

Version ii
One molecule with the formula C2H4ClP, computed with ωB97M-V/def2-TZVPD.

The geometry in XYZ format:
```
8
Properties=species:S:1:pos:R:3:mulliken_charge:R:1
C -0.66219 -0.21809 0.55308 -0.721
P 0.42558 1.26670 0.41853 0.017
C 1.26762 0.29004 -0.91035 -0.359
Cl 0.80805 -0.03047 -2.46279 -0.108
H -1.28217 -0.64633 -0.22949 0.368
H -0.40849 -0.70012 1.45480 0.337
H -0.14182 2.23869 -0.58321 0.040
H 1.74623 -0.49014 -0.47368 0.426
```

Total charge ... 0
LUMO energy (alpha / beta) ... -0.439 / -0.221 eV
SMILES string ... C=[PH]=CCl

Least stable of them? version ii.